(1)
Below is C26H32N2OSeSi2Ta as an isolated structure, with properties calculated with ωB97M-V with the def2-TZVPD basis set.

LUMO energy   -10.58 eV
Kohn-Sham gap   6.474 eV
Charge   +3

CARTESIAN COORDINATES (ANGSTROEM)
Ta  0.853  0.062  -0.708
C  0.658  -0.755  2.796
Si  1.559  -1.505  1.356
C  3.392  -1.429  1.662
C  0.903  -3.147  0.798
C  1.200  -4.212  1.657
C  0.720  -5.489  1.403
C  -0.067  -5.723  0.284
C  -0.369  -4.679  -0.580
C  0.108  -3.385  -0.339
Si  -0.414  -2.129  -1.596
C  -2.232  -1.733  -1.569
C  0.099  -2.442  -3.354
H  0.860  -1.393  3.663
H  -0.423  -0.718  2.659
H  1.039  0.236  3.050
H  3.540  -1.698  2.713
H  3.802  -0.423  1.544
H  3.979  -2.123  1.065
H  1.816  -4.061  2.539
H  0.961  -6.300  2.077
H  -0.443  -6.716  0.082
H  -0.981  -4.894  -1.451
H  -2.734  -2.488  -2.181
H  -2.475  -0.770  -2.025
H  -2.655  -1.797  -0.566
H  -0.625  -3.147  -3.775
H  1.086  -2.884  -3.471
H  0.036  -1.538  -3.965
C  -3.890  5.056  3.919
C  -3.379  4.016  2.995
C  -4.254  3.106  2.381
C  -3.798  2.136  1.535
C  -4.777  1.189  0.908
C  -2.354  2.053  1.281
C  -1.975  1.041  0.465
O  -0.717  0.706  0.130
C  -1.453  3.026  1.896
C  0.018  3.059  1.611
C  -1.988  3.957  2.727
H  -4.970  5.036  4.021
H  -3.571  6.043  3.571
H  -3.430  4.920  4.903
H  -5.313  3.181  2.590
H  -5.785  1.428  1.237
H  -4.578  0.153  1.191
H  -4.763  1.260  -0.181
H  -2.700  0.385  0.005
H  0.500  2.126  1.902
H  0.487  3.870  2.162
H  0.203  3.230  0.547
H  -1.345  4.691  3.196
Se  3.360  -1.824  -1.851
N  2.519  -0.142  -1.947
C  3.166  0.568  -2.912
C  2.872  1.879  -3.317
C  3.641  2.428  -4.310
C  4.717  1.732  -4.942
C  5.029  0.466  -4.577
C  4.249  -0.148  -3.544
N  4.466  -1.374  -3.116
H  2.071  2.451  -2.866
H  3.429  3.439  -4.634
H  5.278  2.235  -5.717
H  5.836  -0.094  -5.029

(2)
Below is a 2-piece molecular cluster, CH4IP overall, with properties calculated with ωB97M-V with the def2-TZVPD basis set.

LUMO energy (alpha / beta)   -1.21 / -0.32 eV
Kohn-Sham gap (alpha / beta)   8.221 / 7.920 eV

CARTESIAN COORDINATES (ANGSTROEM)
C  0.623  -0.081  -0.681
P  -0.720  1.048  0.098
I  -2.674  -0.338  -0.055
H  0.437  -0.263  -1.737
H  0.882  -0.996  -0.133
H  1.695  0.328  -0.563
H  -0.242  0.300  3.071

(3)
Below is C22H18CoN6O8S3 as an isolated structure, with properties calculated with ωB97M-V with the def2-TZVPD basis set.

LUMO energy (alpha / beta)   4.38 / 4.38 eV
Kohn-Sham gap (alpha / beta)   6.802 / 6.802 eV
Charge   -2
<S²>   0.766
2S+1   2

CARTESIAN COORDINATES (ANGSTROEM)
Co  1.020  0.290  0.691
O  -0.519  -4.733  -0.276
C  0.749  -4.842  0.175
C  1.296  -6.117  0.312
C  2.581  -6.275  0.805
C  3.343  -5.173  1.175
C  2.812  -3.904  1.019
C  1.530  -3.722  0.503
C  1.042  -2.328  0.341
O  1.901  -1.401  0.356
N  -0.262  -2.159  0.189
N  -0.544  -0.819  0.045
C  -1.764  -0.478  -0.037
C  -2.127  0.925  -0.272
C  -3.103  1.518  0.525
C  -3.370  2.860  0.348
C  -2.681  3.552  -0.636
C  -1.761  2.859  -1.407
N  -1.485  1.572  -1.250
H  -0.760  -3.767  -0.182
H  0.686  -6.970  0.041
H  2.986  -7.276  0.916
H  4.334  -5.292  1.594
H  3.366  -3.022  1.321
H  -2.550  -1.212  0.129
H  -3.562  0.954  1.323
H  -4.079  3.367  0.990
H  -2.838  4.610  -0.800
H  -1.212  3.371  -2.193
O  -1.634  1.608  3.026
S  -0.223  1.454  2.690
O  0.662  2.266  3.505
O  0.202  0.014  2.663
O  -0.037  1.837  1.195
N  7.945  -0.811  -3.143
C  7.381  -0.809  -1.846
C  6.311  -1.653  -1.546
C  5.771  -1.671  -0.274
C  6.297  -0.855  0.722
C  7.358  -0.018  0.431
C  7.903  0.003  -0.848
S  5.524  -0.855  2.333
O  5.474  -2.237  2.746
O  6.326  0.048  3.144
N  4.064  -0.363  2.031
C  3.807  0.914  1.734
S  4.832  2.289  2.123
C  3.735  3.346  1.304
C  2.689  2.647  0.832
N  2.733  1.285  1.042
H  7.270  -1.062  -3.850
H  8.366  0.077  -3.378
H  5.893  -2.287  -2.320
H  4.920  -2.303  -0.050
H  7.746  0.622  1.212
H  8.733  0.666  -1.072
H  3.878  4.413  1.278
H  1.820  3.060  0.347

(4)
Below is an isolated molecule of C4H8O2, with properties calculated with ωB97M-V with the def2-TZVPD basis set.

LUMO energy   0.74 eV
Kohn-Sham gap   9.263 eV

CARTESIAN COORDINATES (ANGSTROEM)
C  1.511  1.241  -0.873
C  0.595  0.048  -0.676
O  0.445  -0.177  0.738
C  -0.423  -1.154  1.140
C  -2.301  -0.175  0.232
O  -1.799  -0.665  1.326
H  2.520  1.049  -0.495
H  1.112  2.121  -0.359
H  1.582  1.478  -1.941
H  -0.390  0.230  -1.110
H  1.020  -0.855  -1.141
H  -0.137  -1.455  2.149
H  -0.489  -1.996  0.442
H  -3.245  0.309  0.567

Result set for total energy: -4231.115008 -679.411717 -4357.108195 -307.558114 a.u., one per record in the order listed.